1.
ORCA calculation (ωB97M-V/def2-TZVPD) on a cluster of 2 separate species, CH4N2O in total at a distorted geometry.

Properties
E_tot = -224.93994 Eh
ΔE to the lowest compared entry with this formula, charge and spin = 220.9 kcal per mole
HOMO level (alpha / beta) = -7.652 / -8.761 eV
Maximum force = 4.25 eV/A
Gap between HOMO and LUMO (alpha / beta) = 7.5 / 8.7 eV
Net charge = 0

Each line ends with the Löwdin charge.
Geometry (Å):
C (-0.5048, 0.4886, -0.1236)  -0.0423
N (-2.5577, 0.1062, 0.1657)  -0.0218
N (1.7293, -0.2301, 0.2759)  0.0856
O (0.3198, -0.4290, 0.1000)  -0.1794
H (-0.1162, 1.4797, 0.1268)  0.0646
H (-2.7376, -0.8833, -0.0528)  -0.1164
H (1.9870, -1.1374, -0.1970)  0.1273
H (1.8803, 0.6053, -0.2950)  0.0824

Forces on the atoms, in the same order (eV/Å):
C -4.106 -0.460 0.998
N 3.055 1.635 -0.209
N -0.113 -0.673 -0.227
O -0.820 -1.932 -0.321
H -0.217 0.475 -0.282
H 0.865 -0.268 -0.174
H 0.567 1.760 0.394
H 0.769 -0.538 -0.180


2.
ORCA calculation (ωB97M-V/def2-TZVPD) on an isolated molecule of CH4N2O at a distorted geometry.

Properties
E_tot = -225.04706 Eh
ΔE to the lowest compared entry with this formula, charge and spin = 33.8 kcal per mole
2S+1 = 3
HOMO level (alpha / beta) = -5.376 / -10.368 eV
Maximum force = 8.30 eV/A
Gap between HOMO and LUMO (alpha / beta) = 6.2 / 10.0 eV
⟨S²⟩ = 2.007
Net charge = 0

Each line ends with the Löwdin spin population.
Geometry (Å):
C (-0.4991, -0.2379, 0.5666)  0.6389
N (0.6070, 0.1058, -0.0571)  0.4176
N (1.9466, -0.0776, -0.0294)  0.7147
O (-1.6439, 0.1228, -0.1613)  0.1383
H (-0.4622, -0.7922, 1.4349)  0.0515
H (0.1714, 0.3956, -0.9734)  0.0053
H (2.3520, -0.0014, -0.9873)  0.0247
H (-2.4718, 0.4848, 0.2071)  0.0089

Forces on the atoms, in the same order (eV/Å):
C -4.136 -0.631 2.801
N 1.852 3.713 -7.186
N 0.404 -1.096 1.165
O 0.889 -0.467 -0.371
H -0.660 -1.145 1.571
H 1.479 -0.078 0.592
H -1.010 0.102 0.682
H 1.182 -0.397 0.746


3.
ORCA calculation (ωB97M-V/def2-TZVPD) on an isolated molecule of CH4N2O2 at a distorted geometry.

Properties
E_tot = -300.35438 Eh
ΔE to the lowest compared entry with this formula, charge and spin = 83.6 kcal per mole
HOMO level = -8.971 eV
SMILES = O/N=C\NO
Maximum force = 2.55 eV/A
Gap between HOMO and LUMO = 9.9 eV
Net charge = 0

Each line ends with the Löwdin charge.
Geometry (Å):
O (-0.9257, 1.2010, 0.1781)  -0.0629
N (-0.9317, 0.0031, 0.9226)  0.0006
C (0.1303, -0.6397, 0.7709)  -0.2169
N (1.0068, -0.3140, -0.2763)  -0.0772
O (0.4630, -0.0322, -1.5262)  -0.0712
H (-1.7654, 1.4746, 0.4422)  0.0586
H (0.1473, -1.6137, 1.3188)  0.1366
H (1.7014, -1.0209, -0.2963)  0.1047
H (0.1740, 0.9418, -1.5339)  0.1277

Forces on the atoms, in the same order (eV/Å):
O 1.288 -0.955 -0.180
N -0.809 0.782 1.103
C -0.312 -1.146 -1.786
N 0.322 0.310 2.159
O -0.552 1.005 -0.621
H -2.110 1.393 0.317
H 0.582 0.968 -0.453
H 0.795 -0.334 -1.110
H 0.795 -2.023 0.571